1.
Molecular formula: C7H11OP
Method: DFT, ωB97M-V/def2-TZVPD

```
20
Properties=species:S:1:pos:R:3:forces:R:3
C 2.31283 0.45075 1.52769 0.66 0.04 0.22
C -0.23436 0.59965 0.18056 -0.62 -1.16 1.15
C 0.19943 -1.64566 0.04549 1.67 3.81 0.85
C -0.94044 -0.69764 0.18183 -0.49 -0.20 -3.43
C -0.77943 1.82596 0.72660 1.28 -1.90 1.18
C -2.26228 -0.99190 -0.46663 0.13 1.16 0.82
C 2.06532 0.30874 -1.41019 0.47 0.25 0.85
O -0.56371 -1.52310 1.20018 0.05 -0.94 3.11
P 1.41906 -0.09360 0.23855 -1.19 -1.09 0.00
H 2.56855 -0.08014 2.44838 -0.14 0.12 -0.39
H 0.25871 -2.56057 -0.37632 0.04 -2.78 -1.52
H 0.03905 2.42037 0.89592 1.67 2.11 0.55
H -1.32942 1.72006 1.63330 -0.40 -0.45 0.95
H -1.40612 2.21198 0.05460 -2.61 2.09 -2.71
H -3.02475 -0.42490 0.07188 -0.25 0.18 -0.40
H -2.50093 -2.01202 -0.30862 -0.14 -1.11 -0.01
H -2.23284 -0.76760 -1.52506 -0.20 0.21 -0.14
H 1.91863 -0.54548 -2.04566 0.57 -0.41 -0.36
H 3.07243 0.73099 -1.28826 -0.18 -0.56 -0.41
H 1.42029 1.07411 -1.78426 -0.32 0.64 -0.31
```
Positions in Å, forces in eV/Å.

Its energy above the lowest of the compared OMol25 structures with the same formula, charge and spin is 61.3 kcal/mol. As for the lowest unoccupied orbital energy (spin up / spin down): 0.77 / -0.78 eV. Its spin multiplicity is 3. Its net charge is 0.

2.
Molecular formula: C6H15O
Method: DFT, ωB97M-V/def2-TZVPD

```
22
Properties=species:S:1:pos:R:3:forces:R:3
C 0.85116 -1.59422 1.81462 0.21 0.19 -0.08
O 0.59450 -0.79142 0.76268 -0.01 -0.03 0.03
C -0.39176 -2.38045 2.27022 -0.08 -0.04 -0.13
H 1.23218 -1.04470 2.71925 -0.08 0.01 0.06
H 1.67067 -2.33542 1.61709 -0.06 -0.17 0.01
H -0.22492 -3.04415 3.13039 0.07 0.04 0.01
H -0.75792 -2.97524 1.42686 0.01 -0.03 0.04
H -1.17463 -1.65806 2.51360 -0.05 -0.01 0.08
C 0.28964 2.69537 -0.12187 -0.16 0.32 -0.01
C -0.57007 -0.44382 -2.17129 -0.17 0.32 0.07
C -0.08162 0.99271 -1.96673 -0.09 -0.25 -0.14
C -0.60701 1.58851 -0.66060 0.04 0.33 -0.14
H 1.31545 2.34805 0.00780 -0.04 -0.06 0.03
H -0.07708 3.05002 0.84500 0.08 -0.05 0.06
H 0.29126 3.57194 -0.78548 0.12 -0.11 -0.04
H -0.23219 -0.86960 -3.11896 0.08 -0.01 -0.02
H -1.66537 -0.44624 -2.17764 -0.03 -0.09 -0.02
H -0.23244 -1.04544 -1.32762 0.08 -0.09 0.07
H -0.39871 1.60396 -2.82454 0.13 0.10 0.08
H 1.01132 1.00586 -1.94461 0.02 -0.07 0.01
H -1.59339 2.03217 -0.84777 -0.13 -0.20 0.09
H -0.67867 0.80110 0.09235 0.07 -0.09 -0.05
```
Positions in Å, forces in eV/Å.

Its energy above the lowest of the compared OMol25 structures with the same formula, charge and spin is 2.0 kcal/mol. As for the lowest unoccupied orbital energy: 4.22 eV. Its net charge is -1.

3.
Molecular formula: C5H13N2O
Method: DFT, ωB97M-V/def2-TZVPD

```
21
Properties=species:S:1:pos:R:3:forces:R:3
C 1.21517 1.08470 1.29285 -4.90 1.58 1.76
N 1.05213 0.31796 2.52371 -0.95 1.19 1.64
C 0.37854 0.38039 0.26357 4.10 -0.77 -6.31
C 0.73819 -1.09161 0.14095 -1.12 0.39 1.00
C -0.36545 -1.97444 -0.37501 -0.45 0.64 -0.18
N 0.14183 0.99314 -1.06251 0.05 -1.51 4.13
C -1.08596 0.66303 -2.03682 -0.66 -1.51 -3.37
O -2.27822 0.71653 -1.55277 0.84 0.20 1.45
H 2.19553 1.24355 1.09079 3.00 -0.01 -1.10
H 0.70104 2.07137 1.39555 0.77 -0.17 -0.06
H 0.34761 0.84996 3.16885 1.50 -1.12 -1.41
H -1.28589 0.42954 1.44689 0.90 -0.25 -1.41
H -0.66323 0.36224 0.73485 -4.46 0.10 2.43
H 1.13103 -1.46983 1.05085 -0.53 -0.12 1.62
H 1.67169 -1.17312 -0.33648 0.97 0.26 -1.93
H -0.14846 -2.97603 0.00127 -0.47 -0.14 -0.85
H -0.50077 -1.75401 -1.42894 0.53 -1.27 -0.43
H -1.37357 -1.63490 -0.09251 0.33 -0.17 0.87
H -0.13762 1.90760 -0.83611 0.14 2.17 0.22
H -0.92836 1.43530 -2.91249 0.48 -0.93 1.44
H -0.80524 -0.38137 -2.47650 -0.08 1.46 0.49
```
Positions in Å, forces in eV/Å.

Its energy above the lowest of the compared OMol25 structures with the same formula, charge and spin is 182.9 kcal/mol. As for the lowest unoccupied orbital energy (spin up / spin down): -2.26 / -2.41 eV. Its spin multiplicity is 2. Its net charge is 0.